A 3-piece molecular cluster, C19H22F6N3O6P overall at a distorted geometry, computed with wB97M-V/def2-TZVPD.

Properties
**Total energy**: -2293.09703 Ha
**Energy relative to the best compared isomer or geometry (same formula, charge and spin)**: 187.7 kcal/mol
**SMILES**: NP(COCOCCO)C(=O)C(F)(F)C(F)(F)C(F)(F)C(=O)O.c1ccncc1.c1ccncc1
**Frontier orbital gap**: 7.86 eV
**HOMO energy**: -9.52 eV
**F_max**: 9.515 eV/A
**Multiplicity**: 1

Geometry as XYZ:
```
57
C19H22F6N3O6P, DFT wB97M-V/def2-TZVPD
N 1.8916 0.2130 -3.0487
P 1.6865 1.7818 -2.2259
C 0.3418 1.4443 -0.8781
O -0.9288 1.9824 -1.3810
C -1.9179 0.9358 -1.6689
O -3.1131 1.1443 -0.8367
C -3.9891 -0.0442 -0.9159
C -5.5449 0.2351 -0.4708
O -6.3896 -0.1973 -1.6252
C 3.2655 2.3565 -1.3171
O 3.5093 3.6867 -1.1558
C 4.4025 1.3323 -0.6430
F 4.8166 1.9845 0.6272
F 3.7507 0.0332 -0.2373
C 5.6071 1.1368 -1.7392
F 5.0899 0.1388 -2.7481
F 5.8338 2.3944 -2.5220
C 7.0247 0.5892 -1.1232
F 8.0097 0.6082 -2.2688
F 7.6214 1.4383 -0.0665
C 6.9926 -0.9657 -0.5909
O 6.5376 -2.0246 -1.2763
O 7.5652 -1.2598 0.7613
H 2.1384 -0.5629 -2.3953
H 2.5218 0.2615 -3.8792
H 0.6473 2.0580 0.0995
H 0.3200 0.3211 -0.5532
H -2.2700 1.0941 -2.7985
H -1.5211 -0.1626 -1.6106
H -3.5346 -0.8383 -0.1611
H -3.8990 -0.5188 -1.9987
H -5.8530 -0.4252 0.4714
H -5.7427 1.3502 -0.1684
H -6.4169 -1.2091 -1.5225
H 8.5536 -1.4534 0.5975
C -11.0721 -0.4717 -1.2374
C -10.6847 -1.6797 -1.8076
C -9.6807 -2.4057 -1.1870
N -9.0517 -2.0064 -0.0599
C -9.4481 -0.8286 0.4694
C -10.4442 -0.0346 -0.0756
H -11.8564 0.1245 -1.6947
H -11.1536 -2.0475 -2.7132
H -9.3455 -3.3562 -1.5916
H -8.9256 -0.5290 1.3737
H -10.7235 0.9020 0.3936
C 6.2774 -1.6109 3.9866
C 6.2019 -0.4446 3.2325
C 5.8082 0.7224 3.8675
N 5.4889 0.7936 5.1783
C 5.5698 -0.3552 5.8841
C 5.9566 -1.5692 5.3395
H 6.5834 -2.5447 3.5239
H 6.4443 -0.4442 2.1759
H 5.7370 1.6593 3.3227
H 5.3059 -0.2719 6.9347
H 6.0059 -2.4605 5.9546
```

natural (NBO) population analysis, charges in e, atoms 1 to 4: -1.12, 0.90, -0.36, -0.53